Here is a structure of composition C49H55HgN3P2S2Sb from the OMol25 dataset. Energies are from the ωB97M-V functional and the def2-TZVPD basis.

```
113
Properties=species:S:1:pos:R:3:forces:R:3
Hg -0.10163 0.89596 0.84665 0.373 -0.020 -0.575
S -0.58855 -2.77345 0.20315 0.169 0.161 0.084
P -0.87655 -1.58787 -1.37664 -0.540 0.088 -0.082
C -0.80535 0.11104 -1.13888 0.363 -0.265 0.267
P -0.27660 1.31545 -2.23340 -0.216 0.189 -0.091
S -0.11416 3.11959 -1.42637 -0.058 -0.004 -0.009
C -1.46960 1.49256 -3.64452 0.036 0.059 -0.001
C -2.69859 2.07025 -3.31190 0.056 0.108 -0.046
C -3.70059 2.21198 -4.25445 -0.001 0.009 -0.024
C -3.49490 1.78285 -5.56311 0.002 0.004 0.017
C -2.27779 1.22251 -5.91058 -0.008 0.001 -0.012
C -1.27210 1.08114 -4.95731 0.018 0.066 -0.018
C 1.31806 0.97885 -3.08435 0.005 0.007 0.005
C 1.73144 1.77665 -4.15132 0.004 -0.028 0.025
C 2.96481 1.57044 -4.74756 0.013 0.003 -0.016
C 3.81563 0.57995 -4.26837 -0.005 -0.002 -0.002
C 3.43018 -0.18944 -3.18183 -0.009 0.010 -0.017
C 2.18794 0.01447 -2.59520 0.008 0.003 0.037
C 0.11090 -2.27755 -2.78115 0.026 -0.044 0.016
C 1.09171 -3.23711 -2.57100 0.062 0.086 -0.002
C 1.81966 -3.74822 -3.63803 0.010 -0.004 -0.012
C 1.56478 -3.31002 -4.92952 0.005 0.008 0.009
C 0.56595 -2.36974 -5.15117 0.031 0.002 0.011
C -0.16010 -1.86733 -4.08363 -0.050 -0.028 0.053
C -2.51540 -2.06178 -2.10606 0.005 -0.036 0.025
C -2.85392 -3.40587 -2.25751 -0.010 0.001 0.038
C -4.03656 -3.76706 -2.88161 -0.005 -0.001 -0.004
C -4.89615 -2.78742 -3.37082 0.011 0.002 -0.006
C -4.56837 -1.44936 -3.21907 -0.018 -0.008 -0.021
C -3.38310 -1.09258 -2.58538 0.024 0.000 0.100
H -2.84427 2.41470 -2.29357 -0.008 0.011 -0.009
H -4.64584 2.66156 -3.97324 0.002 -0.001 0.008
H -4.27773 1.89320 -6.30440 -0.002 -0.007 0.002
H -2.10360 0.88998 -6.92765 0.007 0.002 0.001
H -0.32441 0.64599 -5.25001 -0.021 0.030 -0.006
H 1.08691 2.57643 -4.49601 0.003 0.004 -0.011
H 3.27263 2.19291 -5.58000 -0.002 0.005 0.005
H 4.78193 0.42258 -4.73342 0.001 -0.001 0.004
H 4.09441 -0.94770 -2.78447 -0.005 -0.007 0.004
H 1.88930 -0.57464 -1.73726 0.001 0.013 -0.014
H 1.27227 -3.57369 -1.55702 -0.021 -0.029 -0.003
H 2.58673 -4.49312 -3.45874 0.007 0.004 0.005
H 2.13429 -3.70600 -5.76211 0.007 0.006 0.000
H 0.35370 -2.02938 -6.15817 -0.016 0.006 -0.003
H -0.95728 -1.15482 -4.26024 0.052 -0.132 0.013
H -2.18242 -4.16100 -1.86463 -0.005 -0.006 -0.010
H -4.29405 -4.81466 -2.98871 0.008 -0.005 -0.003
H -5.81621 -3.07181 -3.86850 -0.011 0.003 0.012
H -5.22803 -0.67678 -3.59696 0.003 0.007 0.003
H -3.11615 -0.05327 -2.44972 -0.059 -0.105 0.041
C 4.11272 0.46504 1.43093 -0.003 -0.085 -0.051
C 4.55710 1.41110 2.33924 0.028 0.018 0.004
C 3.66842 2.34470 2.83830 0.045 -0.050 0.021
C 2.31407 2.39251 2.44981 -0.037 -0.040 -0.050
C 1.83739 1.35441 1.61718 -0.245 0.107 0.429
C 2.75988 0.44292 1.10703 0.022 -0.164 0.042
C 1.52601 3.55605 2.90916 0.010 0.032 -0.035
C 2.21433 4.75134 3.13082 0.020 0.011 -0.046
C 1.56505 5.89144 3.56145 0.026 0.028 0.020
C 0.16479 5.83153 3.78836 -0.017 0.004 0.016
C -0.59017 6.91532 4.25408 -0.008 -0.008 -0.009
C -1.96996 6.82415 4.43718 -0.007 0.016 -0.004
C -2.60589 5.62754 4.13881 -0.017 0.000 0.013
C -1.87783 4.53784 3.67555 -0.035 0.065 0.030
C -0.48071 4.58155 3.49423 0.037 -0.034 -0.038
N 0.17442 3.47182 3.06067 0.013 -0.032 0.075
H 4.80014 -0.25077 0.99288 -0.022 -0.048 -0.003
H 5.59373 1.42438 2.66043 -0.003 0.012 0.004
H 4.03150 3.06412 3.56170 -0.022 -0.038 0.004
H 2.40814 -0.32695 0.42690 0.029 -0.081 0.022
H 3.27334 4.79874 2.91315 -0.030 0.030 -0.008
H 2.09830 6.82569 3.70180 0.002 0.001 -0.002
H -0.07295 7.84765 4.46426 0.006 -0.001 0.005
H -2.53548 7.67757 4.79513 0.000 -0.001 0.005
H -3.68068 5.53835 4.26362 0.005 -0.006 -0.012
H -2.37221 3.61916 3.42052 -0.147 -0.272 -0.059
C -3.77346 1.25980 2.49570 0.016 0.080 -0.097
N -2.89477 0.21775 2.00120 0.104 0.021 0.358
C -3.53977 -0.45846 0.89865 -0.075 -0.041 -0.082
C -2.58752 -0.73024 3.07203 0.013 0.016 -0.049
C -1.60035 -0.17819 4.10458 -0.067 0.054 -0.055
N -0.25499 -0.68677 3.92481 0.010 0.011 -0.049
C 0.70234 0.09722 4.68209 0.041 -0.024 -0.065
C -0.14827 -2.08595 4.26475 0.043 -0.005 -0.046
H -4.77837 0.85402 2.71620 -0.007 0.008 -0.002
H -3.87014 2.05675 1.75707 0.003 -0.002 0.008
H -3.37857 1.68520 3.41056 0.067 0.145 0.102
H -4.52277 -0.86843 1.19770 -0.012 0.005 -0.008
H -2.91383 -1.27453 0.55661 0.051 -0.098 -0.081
H -3.68266 0.23936 0.07587 -0.018 0.018 -0.071
H -2.16146 -1.61387 2.59554 -0.003 0.000 0.026
H -3.52375 -1.03448 3.57621 -0.025 -0.054 -0.045
H -1.96403 -0.39351 5.12958 0.000 0.001 0.010
H -1.54122 0.90781 4.00191 -0.030 0.006 0.008
H 0.58724 -0.06118 5.77221 -0.011 0.021 -0.002
H 0.56755 1.15502 4.46130 0.021 0.057 -0.049
H 1.71737 -0.18243 4.39365 0.004 -0.007 0.011
H -0.36656 -2.26386 5.33719 -0.013 -0.010 0.004
H 0.86340 -2.43405 4.05510 0.027 -0.003 0.007
H -0.83049 -2.69025 3.66646 0.010 0.003 -0.001
C 4.47174 -4.49411 2.84892 -0.029 0.014 -0.037
Sb 2.81077 -3.79289 1.63638 0.105 -0.081 -0.020
C 2.16347 -5.81389 1.18141 -0.081 0.119 -0.018
C 4.07129 -3.64246 -0.11633 -0.098 0.056 0.045
H 5.06037 -5.24156 2.31403 -0.004 0.006 0.003
H 4.09217 -4.92888 3.77448 0.005 -0.005 0.005
H 5.10591 -3.64424 3.10263 0.032 -0.017 0.005
H 2.86721 -6.30174 0.50511 0.020 0.022 0.028
H 1.17749 -5.77969 0.71770 0.016 -0.003 -0.017
H 2.09715 -6.38986 2.10578 -0.004 0.023 0.007
H 4.55604 -4.60370 -0.29280 0.002 0.001 0.003
H 4.83106 -2.87826 0.04773 -0.006 0.023 0.021
H 3.48381 -3.36210 -0.98935 0.002 0.009 -0.014
```
Forces are in eV/Å.

Values from the calculation:
* charge: -2
* ⟨S²⟩: 0.78
* spin multiplicity: 2
* HOMO energy (spin up / spin down): 0.89 / -2.22 eV



Here is a cluster of 11 separate species, C49H56Cl2F6O4 in total from the OMol25 dataset. Energies are from the ωB97M-V functional and the def2-TZVPD basis.

```
117
Properties=species:S:1:pos:R:3:forces:R:3
F -4.84931 -5.93245 -0.10860 -2.310 -0.677 -0.107
C -3.61888 -5.54916 0.03196 1.523 0.355 0.310
C -2.72375 -6.38387 0.64534 0.785 -0.484 0.386
C -1.38455 -5.99596 0.73639 -0.667 -0.637 0.763
C -0.98343 -4.78198 0.23907 0.508 0.325 -0.653
C -1.89661 -3.99378 -0.43833 -0.607 0.815 0.341
C -3.24876 -4.32680 -0.45941 0.544 0.213 -1.101
H -3.05061 -7.32946 1.06525 -0.029 0.076 -0.137
H -0.71801 -6.65445 1.27992 0.191 0.097 -0.153
H 0.04177 -4.43482 0.30394 0.037 -0.227 0.084
H -1.57668 -3.04493 -0.86301 -0.052 -0.143 0.031
H -3.98675 -3.75259 -1.00814 0.113 0.175 0.215
F 4.74074 2.86893 -3.32931 0.199 0.398 0.324
C 4.18958 1.83266 -3.96634 0.832 -0.945 0.160
C 4.54082 0.54295 -3.58427 -0.544 0.021 -0.151
C 3.95964 -0.52846 -4.28145 1.198 0.252 1.954
C 3.09123 -0.29759 -5.29888 -0.326 -0.704 -1.094
C 2.83592 0.98735 -5.70476 -0.752 0.876 0.027
C 3.37704 2.07681 -5.02990 -0.600 0.050 -0.785
H 5.19951 0.40484 -2.73579 0.001 -0.101 -0.071
H 4.17879 -1.52594 -3.91757 0.014 -0.020 -0.226
H 2.66949 -1.14022 -5.83572 -0.140 0.097 0.060
H 2.10028 1.16131 -6.47978 0.198 0.051 -0.197
H 3.16985 3.09735 -5.32119 -0.098 -0.035 0.037
F 2.96017 -2.29529 1.42312 0.551 -0.237 0.000
C 4.13731 -2.40550 0.74502 -0.453 0.989 0.400
C 4.37660 -3.52740 0.00869 -0.374 -0.752 -0.593
C 5.51748 -3.57954 -0.76813 1.197 0.689 -0.090
C 6.39579 -2.47861 -0.81231 -0.172 -0.908 0.252
C 6.14479 -1.37165 -0.01531 0.084 0.002 -0.266
C 5.00839 -1.33048 0.76965 -0.275 0.239 0.110
H 3.63908 -4.32133 -0.05407 0.126 0.011 0.281
H 5.80242 -4.48002 -1.30072 -0.336 0.069 -0.127
H 7.30376 -2.54459 -1.40338 -0.142 0.072 0.010
H 6.82082 -0.52380 -0.01674 -0.032 -0.065 -0.005
H 4.77684 -0.44313 1.34349 -0.111 -0.079 0.115
F -1.06900 1.95235 0.61964 0.539 -0.763 -0.225
C -0.35488 0.83195 0.22891 -0.641 0.481 0.768
C -0.46483 -0.31463 1.00396 -0.603 0.521 -0.063
C 0.20499 -1.45663 0.60931 -0.105 -0.099 0.140
C 0.97687 -1.45392 -0.53979 0.508 1.017 -0.450
C 1.09131 -0.26709 -1.28731 -0.161 -0.052 0.592
C 0.44008 0.91488 -0.87685 0.391 -0.902 -1.130
H -1.11663 -0.28796 1.87095 0.195 -0.156 0.047
H 0.11983 -2.35379 1.20796 0.044 0.105 0.111
H 1.61969 -2.29867 -0.76942 -0.288 -0.022 -0.225
H 1.72319 -0.23043 -2.16586 0.045 -0.040 -0.001
H 0.55958 1.82273 -1.46301 -0.186 -0.100 0.217
F -6.00217 0.93705 0.93756 -0.707 0.757 1.070
C -5.42422 0.21743 -0.00324 0.688 -0.318 -0.753
C -6.21053 -0.40477 -0.94154 -0.595 -0.002 0.104
C -5.59421 -1.17747 -1.89830 -0.280 -0.053 -0.476
C -4.21946 -1.28071 -1.95526 0.181 -0.089 -0.426
C -3.44008 -0.58506 -1.04703 0.225 -0.190 0.416
C -4.04786 0.15991 -0.04342 0.420 -0.004 -0.073
H -7.28860 -0.27093 -0.93333 0.159 -0.070 0.132
H -6.20599 -1.66428 -2.64595 0.019 -0.097 -0.003
H -3.79925 -1.88072 -2.75459 0.253 0.062 0.145
H -2.35388 -0.65135 -1.03628 -0.173 0.025 -0.236
H -3.44094 0.70871 0.66897 -0.163 -0.076 0.028
F 3.11335 2.12898 3.11739 -0.097 0.113 0.057
C 3.45533 2.70173 1.94066 0.463 -0.245 0.405
C 2.60516 2.58032 0.87430 -0.844 -0.266 0.567
C 2.98534 3.14742 -0.30766 0.565 0.565 -0.987
C 4.21808 3.78200 -0.43283 -0.117 0.067 -0.165
C 5.09363 3.82962 0.64434 -0.122 0.317 -0.549
C 4.69178 3.31543 1.85163 0.006 -0.544 0.901
H 1.64052 2.09052 0.97898 0.346 0.051 0.138
H 2.34030 3.10382 -1.17459 -0.061 0.022 -0.013
H 4.46283 4.24875 -1.37596 0.157 -0.099 0.016
H 6.07493 4.27167 0.54054 -0.020 0.103 0.006
H 5.32379 3.32440 2.73671 -0.067 0.056 -0.179
C -1.14079 -4.01918 5.10274 0.121 -0.088 0.128
C -1.59096 -3.11678 3.99252 -0.517 -0.099 0.309
C -2.76759 -3.54814 3.17355 0.135 -0.600 -0.103
O -1.08967 -2.04062 3.80887 0.596 0.721 -0.181
H -0.32084 -3.55232 5.63800 0.087 -0.005 0.039
H -0.82673 -4.98725 4.70643 -0.057 -0.005 0.036
H -1.97103 -4.18776 5.79429 0.007 -0.080 -0.079
H -2.77591 -4.63763 3.07542 -0.203 0.118 -0.050
H -2.69379 -3.09114 2.19430 -0.166 0.092 -0.151
H -3.68355 -3.22680 3.67105 -0.036 -0.005 -0.008
C -0.39746 2.18750 5.91239 0.067 0.112 0.537
C -0.48045 3.55765 5.28428 -0.128 -3.192 -2.135
C -0.61860 3.61283 3.79152 -0.005 0.544 -0.432
O -0.40076 4.51884 5.93403 0.269 3.658 2.493
H -0.91503 2.21277 6.87374 -0.112 -0.031 -0.135
H 0.65299 2.00838 6.16445 -0.055 -0.190 -0.285
H -0.80029 1.41374 5.27404 0.092 -0.297 -0.074
H -1.49910 3.05554 3.48498 0.098 -0.249 -0.145
H 0.28939 3.24652 3.30410 -0.137 -0.311 0.048
H -0.75684 4.64998 3.47977 -0.011 -0.061 0.104
C -0.35062 5.98963 -4.34196 -0.277 0.028 0.512
C -0.08256 4.50513 -4.24409 -1.130 0.376 -0.484
C -1.21104 3.53744 -4.56115 0.449 -0.008 -0.242
O 1.00304 4.11496 -3.93969 1.233 -0.619 0.419
H -1.32071 6.21974 -4.76965 -0.048 0.043 -0.152
H 0.44568 6.49326 -4.87929 0.099 -0.017 -0.077
H -0.34412 6.37200 -3.31037 0.015 -0.019 -0.229
H -1.13552 2.65196 -3.94087 0.022 -0.076 0.195
H -1.06905 3.19625 -5.59527 -0.078 0.164 0.089
H -2.18625 3.99177 -4.47582 -0.277 0.090 0.035
C -6.08865 3.78219 3.09756 -0.387 -0.310 -0.015
C -4.60572 3.81048 2.95762 0.176 -0.093 -0.704
C -4.02952 3.49671 1.58882 0.730 0.404 0.340
O -3.88307 4.05790 3.88535 0.347 0.123 0.516
H -6.51746 4.67302 2.63584 -0.053 0.000 -0.032
H -6.34811 3.74070 4.14768 -0.107 0.148 0.159
H -6.49245 2.90194 2.58981 -0.040 0.143 -0.025
H -4.71807 2.94864 0.96500 -0.016 -0.146 -0.197
H -3.07705 2.98318 1.75095 -0.276 -0.298 -0.128
H -3.70624 4.41207 1.08035 -0.386 0.096 0.083
Cl 2.31404 -6.29031 -1.63253 -0.170 -0.065 0.229
C 1.61458 -5.06262 -2.69623 0.211 -0.190 -0.042
Cl 2.88904 -4.04492 -3.35714 0.006 0.225 -0.202
H 1.11951 -5.58845 -3.49605 -0.072 -0.002 -0.226
H 0.91855 -4.43840 -2.15760 -0.076 0.033 0.252
```
Forces are in eV/Å.

Values from the calculation:
* SMILES: Fc1ccccc1.Fc1ccccc1.Fc1ccccc1.Fc1ccccc1.Fc1ccccc1.Fc1ccccc1.CC(C)=O.CC(C)=O.CC(C)=O.CC(C)=O.ClCCl
* HOMO energy: -8.73 eV



In order of appearance, electronic energy = -107136.66451; -101260.49803 eV.
In order of appearance, F_max = 0.69; 4.44 eV Å⁻¹.